Molecular formula: C30H42BrFN9O5PRu
Method: DFT, the ωB97M-V functional and the def2-TZVPD basis

Values from the calculation:
**Energy relative to the best compared isomer or geometry (same formula, charge and spin)**: 0.0 kcal/mol
**Total charge**: +3
**Molar mass**: 839.67 g mol⁻¹
**HOMO-LUMO gap (alpha / beta)**: 8.46 / 7.88 eV
**Lowest unoccupied orbital energy (alpha / beta)**: -6.490 / -7.051 eV
**2S+1**: 2
**HOMO energy (alpha / beta)**: -14.95 / -14.93 eV

Geometry as XYZ:
```
90
Properties=species:S:1:pos:R:3:lowdin_charge:R:1
Ru 2.33 -1.73 -0.15 1.21
C -2.34 4.93 0.82 -0.05
C -1.78 4.12 1.98 -0.17
N -1.28 2.80 1.56 -0.01
C 0.03 2.66 1.31 0.05
C 0.64 1.49 0.93 -0.03
C 2.09 1.53 0.64 -0.61
O 2.65 2.61 0.44 0.03
O 2.71 0.40 0.53 -0.25
C -0.14 0.31 0.78 -0.26
O 0.31 -0.82 0.50 -0.08
C -1.58 0.48 0.99 -0.04
C -2.44 -0.60 0.79 0.10
C -3.78 -0.47 0.99 -0.18
F -4.56 -1.55 0.79 0.08
C -4.37 0.75 1.40 -0.12
C -3.51 1.83 1.56 0.06
C -2.13 1.71 1.37 -0.11
N -5.75 0.91 1.60 -0.08
C -6.71 -0.13 1.22 -0.12
C -8.14 0.40 1.40 -0.07
N -8.15 1.87 1.09 0.08
C -7.37 2.65 2.12 -0.06
C -6.25 1.76 2.67 -0.12
H -2.71 5.89 1.19 0.09
H -3.15 4.41 0.32 0.07
H -1.56 5.14 0.09 0.09
H -2.53 3.96 2.76 0.12
H -0.95 4.64 2.45 0.13
H 0.64 3.54 1.42 0.16
H -2.04 -1.56 0.48 0.14
H -3.93 2.79 1.81 0.10
H -6.62 -1.04 1.82 0.14
H -6.56 -0.40 0.18 0.14
H -8.51 0.28 2.42 0.14
H -8.82 -0.12 0.73 0.15
H -9.11 2.22 1.03 0.19
H -7.72 2.00 0.18 0.19
H -8.05 2.95 2.92 0.14
H -6.98 3.54 1.63 0.14
H -6.62 1.14 3.49 0.14
H -5.47 2.39 3.08 0.13
N 4.11 -2.06 1.16 -0.07
C 4.66 -3.41 0.97 -0.21
C 4.68 -3.64 -0.51 -0.19
N 3.29 -3.42 -0.98 -0.05
H 4.78 -1.36 0.87 0.09
H 3.90 -1.86 2.14 0.02
H 3.99 -4.12 1.46 0.12
H 5.65 -3.53 1.41 0.14
H 5.05 -4.63 -0.75 0.14
H 5.33 -2.91 -1.01 0.11
H 2.72 -4.21 -0.69 0.11
H 3.23 -3.34 -1.99 0.10
Br 1.84 -2.71 3.40 0.90
C 0.92 -3.66 2.06 -0.69
C 0.15 -4.75 2.43 -0.07
C -0.62 -5.37 1.46 0.00
C -0.64 -4.86 0.17 0.04
C 0.18 -3.79 -0.11 -0.20
N 1.00 -3.23 0.79 -0.03
C 0.11 -3.04 -1.41 -0.57
O -0.86 -3.11 -2.12 0.14
O 1.19 -2.32 -1.65 -0.23
H 0.13 -5.08 3.46 0.12
H -1.23 -6.23 1.73 0.13
H -1.29 -5.26 -0.60 0.14
C 5.82 0.94 -3.45 -0.10
N 5.26 1.71 -2.26 -0.05
C 4.09 2.60 -2.74 -0.08
N 3.12 1.81 -3.42 -0.13
C 3.72 1.10 -4.55 -0.13
N 4.79 0.20 -4.09 -0.14
C 4.27 -0.92 -3.30 -0.27
P 3.43 -0.33 -1.75 1.02
C 4.80 0.79 -1.18 -0.20
C 2.35 0.94 -2.54 -0.23
H 6.60 0.28 -3.08 0.15
H 6.25 1.66 -4.14 0.15
H 5.99 2.33 -1.88 0.19
H 4.51 3.35 -3.40 0.15
H 3.66 3.06 -1.85 0.14
H 4.14 1.82 -5.25 0.15
H 2.95 0.52 -5.06 0.15
H 5.09 -1.61 -3.06 0.09
H 3.55 -1.47 -3.91 0.11
H 5.66 0.20 -0.84 0.11
H 4.43 1.38 -0.34 0.08
H 1.85 1.53 -1.79 0.10
H 1.58 0.42 -3.13 0.12
```

Molecular formula: C30H42Cl4KN3O6SSeSi2
Method: DFT, the ωB97M-V functional and the def2-TZVPD basis

Values from the calculation:
**Energy relative to the best compared isomer or geometry (same formula, charge and spin)**: 37.4 kcal/mol
**Total charge**: -2
**Molar mass**: 888.79 g mol⁻¹
**HOMO-LUMO gap**: 5.52 eV
**Lowest unoccupied orbital energy**: 3.890 eV
**HOMO energy**: -1.63 eV

Geometry as XYZ:
```
90
Properties=species:S:1:pos:R:3:lowdin_charge:R:1
K 0.10 0.21 -0.88 0.69
O -1.54 -1.59 -4.15 -0.33
Cl -1.25 -0.46 -3.31 0.64
O -1.80 0.75 -3.88 -0.34
O 0.18 -0.31 -3.15 -0.49
O -1.83 -0.67 -1.98 -0.49
C -0.31 -0.98 2.22 -0.34
Si 0.90 -2.38 2.61 0.73
C 1.27 -3.24 0.96 -0.25
N 1.56 -2.32 -0.13 -0.22
C 2.87 -1.64 0.03 -0.19
C 3.70 -1.66 -1.25 -0.21
C 3.92 -3.10 -1.71 -0.19
C 2.57 -3.85 -1.86 -0.17
C 1.41 -2.94 -1.45 -0.21
C 2.48 -1.92 3.51 -0.24
C 2.79 -0.60 3.85 -0.08
C 3.95 -0.31 4.57 -0.09
C 4.81 -1.32 4.96 -0.11
C 4.51 -2.64 4.63 -0.11
C 3.36 -2.93 3.92 -0.11
C 0.16 -3.73 3.73 -0.23
C -0.19 -5.00 3.28 -0.10
C -0.72 -5.96 4.14 -0.11
C -0.92 -5.65 5.48 -0.12
C -0.59 -4.39 5.95 -0.10
C -0.06 -3.44 5.08 -0.10
H -0.91 -0.68 3.09 0.08
H -1.01 -1.45 1.51 0.07
H 0.34 -3.77 0.71 0.08
H 2.05 -4.02 1.08 0.09
H 3.46 -2.13 0.82 0.11
H 2.72 -0.61 0.36 0.08
H 4.65 -1.16 -1.05 0.09
H 3.22 -1.07 -2.03 0.10
H 4.54 -3.61 -0.97 0.10
H 4.47 -3.12 -2.65 0.10
H 2.56 -4.75 -1.23 0.09
H 2.41 -4.18 -2.89 0.10
H 0.47 -3.49 -1.46 0.12
H 1.31 -2.15 -2.20 0.09
H 2.13 0.19 3.55 0.05
H 4.17 0.73 4.81 0.08
H 5.71 -1.09 5.52 0.09
H 5.18 -3.44 4.93 0.09
H 3.14 -3.97 3.67 0.10
H -0.04 -5.27 2.24 0.09
H -0.97 -6.95 3.77 0.09
H -1.33 -6.39 6.15 0.09
H -0.75 -4.14 6.99 0.09
H 0.21 -2.46 5.47 0.11
C -6.23 1.20 -1.81 -0.12
C -4.76 1.05 -2.20 -0.29
C -3.82 1.84 -1.30 -0.35
S -3.43 0.94 0.21 0.93
O -4.73 0.70 0.94 -0.54
C -2.59 2.31 1.06 -0.36
C -3.55 3.25 1.78 -0.29
C -3.79 2.83 3.23 -0.11
H -6.87 0.58 -2.45 0.06
H -6.56 2.24 -1.92 0.07
H -6.39 0.90 -0.77 0.05
H -4.61 1.38 -3.22 0.10
H -4.47 -0.01 -2.18 0.10
H -4.23 2.81 -1.02 0.09
H -2.85 1.98 -1.80 0.08
H -1.99 2.81 0.31 0.05
H -1.89 1.82 1.76 0.06
H -4.51 3.27 1.26 0.09
H -3.14 4.26 1.75 0.10
H -4.21 1.82 3.26 0.07
H -4.49 3.51 3.73 0.06
H -2.85 2.84 3.79 0.05
Se 4.06 2.05 -0.92 0.45
C 4.26 3.08 -2.49 -0.77
C 5.14 4.18 -2.57 -0.16
C 5.27 4.89 -3.75 -0.21
N 4.61 4.63 -4.88 0.00
C 3.76 3.59 -4.81 -0.20
C 3.56 2.81 -3.68 -0.15
H 5.72 4.45 -1.70 0.07
H 5.96 5.73 -3.79 0.08
H 3.21 3.37 -5.72 0.09
H 2.85 1.99 -3.71 0.08
O 0.35 1.23 2.65 -0.45
N 0.31 0.16 1.55 -0.27
Cl 3.04 2.76 2.77 0.34
Si 1.04 2.65 2.41 -0.79
Cl 0.15 3.92 3.78 0.28
Cl 0.74 3.44 0.55 0.35
```

Molecular formula: C30H42N4O4
Method: DFT, the ωB97M-V functional and the def2-TZVPD basis

Values from the calculation:
**Energy relative to the best compared isomer or geometry (same formula, charge and spin)**: 38.5 kcal/mol
**SMILES**: Cc1cc(C)cc(C(=O)N[C@@H](CC(N)=O)c2ccc(NC3CCCCCCCCCCC3)c([N+](=O)[O-])c2)c1
**Molar mass**: 522.69 g mol⁻¹
**HOMO-LUMO gap**: 7.72 eV
**Lowest unoccupied orbital energy**: -0.557 eV
**HOMO energy**: -8.28 eV

Geometry as XYZ:
```
80
Properties=species:S:1:pos:R:3:lowdin_charge:R:1
C 9.79 0.94 -0.77 -0.05
C 8.32 1.18 -0.60 -0.26
C 7.84 2.45 -0.33 0.00
C 6.49 2.70 -0.16 -0.26
C 5.98 4.09 0.09 -0.05
C 5.60 1.63 -0.24 0.00
C 6.06 0.35 -0.49 -0.12
C 5.15 -0.82 -0.59 -0.42
O 5.42 -1.81 -1.27 0.05
N 4.01 -0.74 0.13 0.12
C 3.02 -1.80 0.13 -0.25
C 3.44 -2.97 1.05 -0.03
C 3.41 -4.31 0.31 -0.56
N 4.26 -4.35 -0.73 0.17
O 2.70 -5.23 0.65 0.04
C 1.67 -1.27 0.52 -0.18
C 0.52 -1.63 -0.20 0.01
C -0.72 -1.20 0.18 0.01
C -0.92 -0.36 1.30 -0.15
N -2.13 0.09 1.65 0.08
C -3.40 -0.19 1.01 -0.33
C -3.96 -1.52 1.56 -0.14
C -5.39 -1.86 1.14 -0.19
C -5.61 -1.91 -0.38 -0.19
C -6.92 -1.25 -0.83 -0.21
C -6.86 -0.67 -2.24 -0.20
C -5.86 0.48 -2.43 -0.21
C -6.20 1.74 -1.63 -0.20
C -5.07 2.77 -1.62 -0.20
C -3.77 2.36 -0.91 -0.20
C -3.83 2.31 0.62 -0.18
C -4.33 1.00 1.24 -0.13
C 0.25 0.01 2.02 -0.08
N 0.23 0.86 3.14 -0.34
O 1.29 1.19 3.64 0.06
O -0.86 1.25 3.58 0.05
C 1.51 -0.47 1.63 0.05
C 7.42 0.13 -0.68 0.02
H 9.97 0.02 -1.32 0.08
H 10.26 1.77 -1.30 0.08
H 10.27 0.86 0.20 0.09
H 8.54 3.28 -0.27 0.12
H 5.23 4.08 0.88 0.08
H 6.79 4.75 0.38 0.08
H 5.51 4.48 -0.81 0.09
H 4.54 1.83 -0.13 0.12
H 3.88 0.03 0.76 0.12
H 2.97 -2.17 -0.91 0.15
H 2.78 -3.04 1.92 0.12
H 4.46 -2.80 1.40 0.13
H 4.31 -5.19 -1.29 0.11
H 4.81 -3.54 -1.00 0.06
H 0.63 -2.28 -1.05 0.13
H -1.57 -1.53 -0.39 0.11
H -2.17 0.63 2.50 0.11
H -3.22 -0.29 -0.07 0.11
H -3.93 -1.46 2.65 0.12
H -3.29 -2.33 1.26 0.12
H -6.07 -1.13 1.59 0.10
H -5.65 -2.83 1.58 0.11
H -4.78 -1.40 -0.87 0.08
H -5.59 -2.94 -0.73 0.12
H -7.18 -0.45 -0.13 0.09
H -7.73 -1.98 -0.78 0.11
H -7.86 -0.31 -2.51 0.11
H -6.60 -1.47 -2.94 0.11
H -4.87 0.13 -2.16 0.09
H -5.83 0.74 -3.49 0.12
H -6.46 1.48 -0.60 0.09
H -7.09 2.20 -2.07 0.12
H -5.44 3.68 -1.15 0.11
H -4.83 3.01 -2.65 0.11
H -3.41 1.41 -1.31 0.09
H -3.02 3.11 -1.18 0.11
H -4.47 3.12 0.98 0.11
H -2.82 2.50 1.01 0.10
H -5.30 0.76 0.83 0.09
H -4.44 1.14 2.32 0.13
H 2.35 -0.18 2.25 0.13
H 7.76 -0.87 -0.89 0.12
```

Molecular formula: C30H42N4O5
Method: DFT, the ωB97M-V functional and the def2-TZVPD basis

Values from the calculation:
**Energy relative to the best compared isomer or geometry (same formula, charge and spin)**: 2.7 kcal/mol
**SMILES**: CCCCN(C)CCN1C(=O)[C@H]2[C@H](C(=O)Nc3ccc(OC)cc3)[C@@H]3C=C[C@]2(O3)[C@@H]1C(=O)NC1CCCCC1
**Molar mass**: 538.69 g mol⁻¹
**HOMO-LUMO gap**: 8.55 eV
**Lowest unoccupied orbital energy**: 0.654 eV
**HOMO energy**: -7.90 eV

Geometry as XYZ:
```
81
Properties=species:S:1:pos:R:3:lowdin_charge:R:1
C -0.41 -5.40 -4.69 -0.11
C -0.32 -4.07 -3.97 -0.26
C -1.68 -3.53 -3.53 -0.18
C -2.29 -4.27 -2.34 -0.19
N -1.48 -4.14 -1.13 -0.24
C -0.88 -5.39 -0.70 -0.08
C -2.15 -3.45 -0.05 -0.17
C -2.18 -1.93 -0.27 -0.10
N -0.88 -1.34 -0.06 0.00
C -0.56 -0.63 1.04 -0.41
O -1.33 -0.24 1.90 0.07
C 0.93 -0.35 0.99 -0.07
C 1.73 -0.75 2.24 -0.09
C 2.41 0.44 2.91 -0.42
O 3.61 0.57 2.98 0.09
N 1.48 1.30 3.38 0.14
C 1.66 2.53 4.04 -0.22
C 0.53 3.25 4.39 -0.02
C 0.63 4.46 5.05 -0.02
C 1.89 4.97 5.36 -0.28
O 2.11 6.15 6.01 -0.09
C 1.01 6.93 6.39 -0.10
C 3.02 4.24 5.01 0.01
C 2.92 3.04 4.36 0.00
C 2.66 -1.84 1.62 -0.22
C 3.57 -1.17 0.61 0.01
C 2.81 -0.93 -0.46 0.05
C 1.44 -1.40 -0.05 -0.33
O 1.73 -2.52 0.79 0.01
C 0.23 -1.64 -0.95 -0.07
C 0.30 -0.72 -2.18 -0.44
O 0.99 -0.98 -3.13 0.08
N -0.46 0.38 -2.07 0.14
C -0.49 1.45 -3.05 -0.30
C -1.93 1.76 -3.47 -0.14
C -2.72 2.40 -2.34 -0.20
C -2.02 3.66 -1.84 -0.20
C -0.60 3.34 -1.37 -0.20
C 0.20 2.70 -2.51 -0.14
H -0.84 -6.17 -4.05 0.06
H -1.04 -5.31 -5.58 0.07
H 0.57 -5.73 -5.00 0.07
H 0.15 -3.33 -4.63 0.10
H 0.33 -4.16 -3.10 0.09
H -1.56 -2.47 -3.27 0.09
H -2.38 -3.58 -4.37 0.11
H -2.41 -5.33 -2.60 0.11
H -3.30 -3.87 -2.16 0.12
H -0.36 -5.85 -1.54 0.08
H -1.62 -6.11 -0.31 0.09
H -0.15 -5.18 0.08 0.09
H -1.60 -3.64 0.87 0.13
H -3.19 -3.80 0.10 0.13
H -2.85 -1.47 0.46 0.13
H -2.53 -1.70 -1.28 0.12
H 1.12 0.68 0.68 0.17
H 1.07 -1.24 2.97 0.17
H 0.51 1.05 3.23 0.13
H -0.45 2.86 4.15 0.11
H -0.27 5.00 5.30 0.10
H 0.41 7.25 5.53 0.09
H 0.36 6.39 7.10 0.09
H 1.42 7.81 6.89 0.09
H 3.99 4.65 5.26 0.12
H 3.80 2.48 4.09 0.10
H 3.12 -2.51 2.34 0.16
H 4.60 -0.94 0.79 0.11
H 3.04 -0.46 -1.39 0.12
H 0.18 -2.68 -1.27 0.15
H -0.99 0.54 -1.23 0.12
H 0.08 1.06 -3.91 0.15
H -1.90 2.44 -4.32 0.12
H -2.41 0.83 -3.80 0.11
H -3.72 2.65 -2.70 0.11
H -2.84 1.70 -1.51 0.11
H -2.59 4.11 -1.02 0.11
H -1.97 4.39 -2.65 0.11
H -0.10 4.25 -1.04 0.11
H -0.65 2.66 -0.52 0.10
H 0.30 3.42 -3.32 0.12
H 1.20 2.44 -2.16 0.12
```

Molecular formula: C30H42N4OP2Ru
Method: DFT, the ωB97M-V functional and the def2-TZVPD basis

Values from the calculation:
**Total charge**: +2
**Molar mass**: 637.71 g mol⁻¹
**HOMO-LUMO gap (alpha / beta)**: 4.49 / 7.48 eV
**Lowest unoccupied orbital energy (alpha / beta)**: -5.762 / -6.396 eV
**2S+1**: 5
**HOMO energy (alpha / beta)**: -10.26 / -13.88 eV

Geometry as XYZ:
```
80
Properties=species:S:1:pos:R:3:lowdin_charge:R:1
Ru -3.22 -3.40 -0.65 1.30
C -3.65 -5.20 -1.20 -0.34
C -3.41 -4.48 -2.43 -0.30
C -4.54 -4.06 -3.32 -0.20
C -5.60 -3.27 -2.53 -0.18
C -5.07 -2.66 -1.24 -0.30
C -5.08 -3.09 0.11 -0.32
C -5.40 -4.47 0.59 -0.17
C -4.98 -5.48 -0.54 -0.16
C -1.68 0.12 0.05 -0.18
H -2.84 -5.90 -0.96 0.09
H -2.65 -4.95 -3.03 0.09
H -5.00 -4.94 -3.77 0.13
H -4.19 -3.43 -4.14 0.10
H -5.96 -2.42 -3.12 0.11
H -6.52 -3.86 -2.40 0.12
H -5.28 -1.58 -1.25 0.08
H -5.07 -2.30 0.83 0.07
H -6.44 -4.63 0.94 0.13
H -4.79 -4.63 1.50 0.11
H -4.77 -6.44 -0.05 0.12
H -5.73 -5.58 -1.33 0.12
H -1.74 -0.91 0.42 0.02
H -2.09 0.82 0.82 0.09
H -0.64 0.38 -0.15 0.05
P -2.71 0.16 -1.37 0.98
P 0.02 -2.43 -1.58 0.90
N -4.24 0.32 -0.55 -0.19
N -2.31 1.62 -2.04 -0.22
N -0.47 -3.86 -0.82 -0.19
N 1.36 -2.68 -2.54 -0.18
C -2.49 -1.08 -2.66 -0.27
C -1.19 -1.93 -2.83 -0.24
C -4.53 -0.03 0.80 -0.15
C -5.77 0.48 1.14 -0.04
C -6.26 1.20 0.02 -0.04
C -5.33 1.08 -0.99 -0.11
C -2.47 2.79 -1.28 -0.10
C -2.37 3.88 -2.13 -0.02
C -2.08 3.35 -3.45 -0.04
C -2.02 1.98 -3.36 -0.11
C -1.34 -3.94 0.36 -0.27
C -1.14 -5.29 0.84 -0.04
C -0.61 -6.05 -0.21 -0.06
C -0.27 -5.16 -1.24 -0.11
C 2.25 -3.74 -2.80 -0.08
C 3.36 -3.21 -3.43 -0.03
C 3.17 -1.80 -3.59 -0.02
C 1.92 -1.49 -3.07 -0.13
H -2.58 -0.52 -3.60 0.09
H -3.36 -1.76 -2.67 0.06
H -1.52 -2.88 -3.29 0.10
H -0.59 -1.49 -3.64 0.09
H -3.81 -0.55 1.42 0.11
H -6.25 0.41 2.11 0.12
H -7.17 1.77 -0.01 0.11
H -5.32 1.49 -1.97 0.11
H -2.60 2.72 -0.21 0.12
H -2.48 4.91 -1.84 0.11
H -1.94 3.93 -4.36 0.12
H -1.72 1.20 -4.06 0.11
H -1.47 -3.02 0.97 0.09
H -1.38 -5.63 1.84 0.12
H -0.51 -7.13 -0.25 0.13
H 0.09 -5.36 -2.23 0.10
H 1.96 -4.76 -2.56 0.10
H 4.23 -3.77 -3.73 0.11
H 3.86 -1.11 -4.00 0.11
H 1.38 -0.57 -3.07 0.11
C 1.63 -0.09 1.21 -0.03
C 1.89 -1.04 0.07 -0.35
C 2.94 -2.10 0.37 -0.02
O 0.52 -1.71 -0.22 -0.26
H 1.56 -0.64 2.18 0.11
H 0.72 0.52 1.06 0.06
H 2.48 0.63 1.30 0.12
H 2.07 -0.49 -0.86 0.11
H 3.04 -2.23 1.48 0.10
H 2.69 -3.08 -0.11 0.09
H 3.91 -1.73 -0.01 0.11
```